Record 1
{"formula": "C4H7Cl3Si", "method": "ωB97M-V/def2-TZVPD", "multiplicity": 1, "homo_lumo_gap_ev": [8.11, 8.11], "de_lowest_ev": 8.7887, "lumo_ev": [-0.4, -0.6], "homo_energy_ev": [-8.46, -8.68], "elements": ["C", "C", "C", "C", "Si", "Cl", "Cl", "Cl", "H", "H", "H", "H", "H", "H", "H"], "positions_angstrom": [[-2.001, 0.166, 1.610], [-1.311, -0.547, 0.780], [1.799, 1.491, -0.384], [1.062, -2.181, 0.097], [-0.830, -2.113, -0.089], [0.792, 2.493, 0.391], [1.830, -3.532, -0.919], [1.655, -2.113, 1.770], [-1.657, 1.131, 1.996], [-2.921, -0.055, 1.966], [2.423, 1.918, -1.307], [2.358, 0.892, 0.240], [1.642, -1.338, -0.189], [-1.352, -2.017, -1.474], [-1.160, -3.255, 0.881]]}

Record 2
{"formula": "C8H11N5S", "method": "ωB97M-V/def2-TZVPD", "multiplicity": 1, "homo_lumo_gap_ev": 7.72, "de_lowest_ev": 4.5137, "lumo_ev": -0.2, "homo_energy_ev": -7.89, "elements": ["C", "C", "C", "C", "C", "C", "C", "C", "H", "H", "H", "H", "H", "H", "H", "H", "H", "H", "H", "N", "N", "N", "N", "N", "S"], "positions_angstrom": [[-2.146, 2.397, -2.090], [-1.065, 1.176, -0.298], [-1.838, 1.735, 0.631], [-1.759, 1.404, 1.960], [-0.673, 0.636, 2.391], [-0.013, 0.379, 0.187], [0.970, -0.265, -0.765], [2.495, -3.014, 0.676], [-1.832, 3.368, -1.910], [-3.177, 2.123, -1.681], [-2.371, 2.080, -3.259], [-0.901, 0.571, -2.189], [-2.636, 2.343, 0.378], [-2.609, 1.890, 2.564], [-0.631, 0.105, 3.414], [1.229, 0.256, -1.685], [1.006, -1.722, 1.203], [4.276, -3.827, 0.146], [3.615, -2.773, -1.115], [-1.192, 1.456, -1.705], [0.200, 0.129, 1.477], [1.720, -1.293, -0.688], [1.578, -2.053, 0.491], [3.113, -3.503, -0.364], [2.639, -3.597, 2.228]]}

Record 3
{"formula": "C4H10NO3", "method": "ωB97M-V/def2-TZVPD", "multiplicity": 1, "homo_lumo_gap_ev": 7.74, "de_lowest_ev": 1.2041, "lumo_ev": 3.8, "homo_energy_ev": -3.92, "total_charge": -1, "elements": ["C", "C", "N", "C", "C", "O", "O", "H", "H", "H", "H", "H", "H", "H", "H", "H", "H", "O"], "positions_angstrom": [[-2.634, -1.920, -1.689], [-1.844, -0.648, -1.325], [-0.475, -1.102, -0.948], [0.628, -0.147, -1.178], [0.750, 0.935, 0.009], [0.016, 0.830, 1.003], [1.604, 1.785, -0.323], [-3.719, -1.806, -1.852], [-2.446, -2.737, -0.988], [-2.158, -2.297, -2.606], [-1.921, -0.038, -2.237], [-2.291, -0.120, -0.464], [-0.597, -1.079, 0.066], [0.523, 0.360, -2.127], [1.526, -0.738, -1.274], [1.545, 1.316, 3.437], [1.870, -0.140, 3.199], [1.956, 0.546, 3.843]]}

Record 4
{"formula": "C29H79INO16S", "method": "ωB97M-V/def2-TZVPD", "multiplicity": 1, "homo_lumo_gap_ev": 6.74, "lumo_ev": -4.3, "homo_energy_ev": -11.01, "total_charge": 1, "elements": ["C", "C", "C", "C", "C", "N", "C", "C", "C", "O", "C", "C", "I", "C", "C", "C", "C", "S", "H", "H", "H", "H", "H", "H", "H", "H", "H", "H", "H", "H", "H", "H", "H", "H", "H", "H", "H", "C", "O", "H", "H", "H", "H", "C", "O", "H", "H", "H", "H", "C", "O", "H", "H", "H", "H", "C", "O", "H", "H", "H", "H", "C", "O", "H", "H", "H", "H", "C", "O", "H", "H", "H", "H", "C", "O", "H", "H", "H", "H", "C", "O", "H", "H", "H", "H", "C", "O", "H", "H", "H", "H", "C", "O", "H", "H", "H", "H", "C", "O", "H", "H", "H", "H", "C", "O", "H", "H", "H", "H", "C", "O", "H", "H", "H", "H", "C", "O", "H", "H", "H", "H", "C", "O", "H", "H", "H", "H"], "positions_angstrom": [[-0.327, -2.265, -1.231], [0.120, -1.109, -0.734], [-0.647, -0.406, 0.357], [0.112, 0.619, 1.154], [1.488, 0.698, 1.118], [2.207, 1.605, 1.823], [3.659, 1.569, 1.665], [4.309, 0.840, 2.849], [3.960, -0.696, 2.998], [3.454, 0.558, 3.830], [1.574, 2.512, 2.593], [2.319, 3.574, 3.340], [2.433, 3.147, 5.464], [1.724, 4.983, 3.131], [2.712, 5.886, 2.388], [0.180, 2.484, 2.665], [-0.561, 1.553, 1.960], [-2.330, 1.619, 2.057], [-0.806, -2.982, -0.580], [-0.212, -2.478, -2.284], [1.020, -0.655, -1.133], [-1.027, -1.159, 1.053], [-1.517, 0.060, -0.095], [2.043, 0.005, 0.511], [3.906, 0.995, 0.782], [4.087, 2.562, 1.637], [5.329, 1.114, 3.071], [3.537, -0.670, 1.957], [3.084, -1.231, 3.374], [3.352, 3.641, 3.038], [0.810, 4.966, 2.543], [1.484, 5.462, 4.072], [2.236, 6.845, 2.221], [2.897, 5.475, 1.396], [3.633, 6.024, 2.942], [-0.312, 3.233, 3.261], [-2.612, 0.729, 3.023], [-1.711, 0.366, -4.041], [-0.851, 1.265, -3.327], [-2.297, 0.945, -4.747], [-1.119, -0.372, -4.588], [-2.387, -0.149, -3.359], [-0.343, 0.733, -2.712], [-5.261, -1.793, -3.694], [-4.258, -1.311, -4.589], [-5.632, -0.952, -3.113], [-6.090, -2.233, -4.254], [-4.832, -2.539, -3.021], [-3.938, -2.069, -5.094], [-0.982, -4.245, -5.004], [-2.322, -3.766, -4.928], [-0.526, -3.839, -5.904], [-0.404, -3.918, -4.134], [-0.960, -5.334, -5.054], [-2.715, -4.138, -4.125], [6.726, -1.149, 5.174], [7.247, -1.914, 4.085], [6.375, -1.837, 5.938], [7.505, -0.511, 5.598], [5.889, -0.534, 4.836], [7.556, -1.298, 3.416], [-5.187, 4.907, 1.174], [-5.079, 3.481, 1.170], [-5.964, 5.185, 0.468], [-5.459, 5.271, 2.166], [-4.240, 5.360, 0.860], [-4.393, 3.239, 1.795], [0.671, -7.884, -3.658], [1.122, -6.634, -4.186], [-0.387, -7.782, -3.425], [0.807, -8.681, -4.388], [1.215, -8.132, -2.742], [2.055, -6.729, -4.392], [5.428, -4.929, 5.196], [6.831, -5.000, 4.998], [5.058, -5.944, 5.314], [5.184, -4.359, 6.099], [4.932, -4.468, 4.335], [7.155, -4.101, 4.893], [2.311, 9.505, 0.343], [3.450, 8.852, 0.909], [1.539, 8.759, 0.179], [1.931, 10.271, 1.024], [2.569, 9.964, -0.615], [4.128, 9.517, 1.048], [0.811, -11.642, -6.034], [1.672, -10.761, -5.314], [0.237, -11.042, -6.734], [1.389, -12.382, -6.592], [0.123, -12.155, -5.358], [2.181, -11.293, -4.697], [-2.082, 1.902, 6.266], [-1.650, 3.113, 5.653], [-3.125, 2.028, 6.546], [-2.001, 1.058, 5.573], [-1.499, 1.688, 7.164], [-0.729, 3.002, 5.404], [0.027, 8.326, -2.704], [0.073, 7.628, -1.459], [0.394, 9.333, -2.529], [0.662, 7.840, -3.448], [-0.996, 8.381, -3.081], [-0.253, 6.738, -1.614], [-3.938, -5.770, -1.789], [-3.954, -4.967, -2.970], [-3.115, -5.427, -1.167], [-4.872, -5.661, -1.236], [-3.783, -6.821, -2.037], [-4.683, -5.271, -3.519], [-5.867, -0.270, -8.050], [-6.134, -0.848, -6.780], [-6.710, -0.487, -8.701], [-5.753, 0.815, -7.971], [-4.960, -0.694, -8.493], [-5.384, -0.656, -6.202], [3.801, -3.358, 0.117], [4.644, -2.374, 0.719], [3.090, -2.843, -0.525], [4.385, -4.052, -0.489], [3.251, -3.918, 0.878], [5.271, -2.834, 1.287], [-6.533, 5.673, 5.179], [-6.337, 6.454, 4.002], [-7.442, 5.095, 5.042], [-5.695, 4.988, 5.338], [-6.646, 6.312, 6.058], [-5.535, 6.968, 4.127]]}

Record 5
{"formula": "C14H24N2NaO5S3", "method": "ωB97M-V/def2-TZVPD", "multiplicity": 1, "homo_lumo_gap_ev": 6.90, "de_lowest_ev": 0.4467, "lumo_ev": 2.0, "homo_energy_ev": -4.87, "total_charge": -1, "elements": ["Na", "O", "C", "O", "C", "C", "C", "C", "C", "O", "C", "C", "O", "O", "H", "H", "H", "H", "H", "H", "H", "H", "C", "C", "S", "C", "C", "S", "C", "C", "S", "H", "H", "H", "H", "H", "H", "H", "H", "H", "H", "H", "H", "N", "N", "H", "H", "H", "H"], "positions_angstrom": [[1.192, 0.113, 0.151], [-0.546, 1.910, 3.246], [-0.461, 1.480, 2.098], [-0.229, 0.274, 1.744], [-0.732, 2.484, 0.944], [-1.409, 1.819, -0.262], [-2.138, 2.873, -1.106], [-0.944, 3.589, -1.790], [0.248, 2.808, -1.217], [-0.298, 1.470, -1.127], [0.489, 3.199, 0.247], [1.943, 2.878, 0.705], [2.467, 3.696, 1.462], [2.474, 1.837, 0.201], [-1.385, 3.244, 1.373], [-1.971, 0.920, -0.021], [-2.741, 3.538, -0.489], [-2.791, 2.400, -1.842], [-0.883, 4.651, -1.552], [-0.990, 3.490, -2.877], [1.147, 2.788, -1.826], [0.381, 4.276, 0.373], [-1.641, -4.184, -1.851], [-1.913, -3.849, -0.389], [-1.216, -2.267, 0.177], [-0.021, -2.789, 1.423], [1.219, -3.514, 0.909], [2.269, -2.494, -0.173], [2.305, -3.381, -1.748], [1.014, -3.422, -2.561], [-0.008, -4.885, -2.193], [-1.785, -3.307, -2.485], [-2.347, -4.949, -2.182], [-1.555, -4.647, 0.262], [-2.994, -3.777, -0.247], [-0.529, -3.428, 2.150], [0.223, -1.857, 1.942], [0.953, -4.415, 0.359], [1.831, -3.805, 1.764], [2.693, -4.387, -1.581], [3.068, -2.838, -2.310], [1.264, -3.463, -3.622], [0.407, -2.536, -2.390], [-1.686, 0.336, -3.774], [-1.634, -0.780, -2.871], [-1.120, 0.093, -4.576], [-1.249, 1.137, -3.327], [-0.879, -0.638, -2.202], [-2.482, -0.743, -2.317]]}

| no. | M (g mol⁻¹) |
| --- | --- |
| 1 | 189.5 |
| 2 | 209.3 |
| 3 | 120.1 |
| 4 | 856.9 |
| 5 | 419.5 |